Below is C24H30IN6O4S2 as an isolated structure, with properties calculated with ωB97M-V with the def2-TZVPD basis set.

Results
Charge: -1
2S+1: 1
Orbital gap in eV: 7.984
Electronic energy in eV: -72276.7128

Geometry as XYZ:
```
67
C24H30IN6O4S2, DFT ωB97M-V with the def2-TZVPD basis set
C 0.10 5.13 3.10
C -0.46 4.56 1.80
C 0.23 3.29 1.29
I -0.97 2.49 -0.29
S 1.91 3.63 0.67
O 1.70 4.66 -0.33
O 2.64 3.98 1.86
N 2.46 2.35 -0.08
S 3.01 1.05 0.64
O 3.76 0.32 -0.36
O 3.62 1.27 1.93
C 1.66 -0.06 0.99
N 0.93 -0.43 -0.22
H -0.37 6.10 3.29
H 1.18 5.28 3.05
H -0.14 4.48 3.94
H -1.51 4.30 1.97
H -0.44 5.30 1.00
H 0.29 2.54 2.08
H 2.17 -0.91 1.45
H 0.97 0.35 1.74
H 1.63 -0.67 -0.93
H 0.40 -1.28 -0.04
N -4.06 5.99 1.27
C -4.13 4.88 0.53
C -5.31 4.19 0.31
C -6.48 4.66 0.88
C -6.42 5.81 1.66
C -5.19 6.43 1.82
H -3.21 4.52 0.10
H -5.31 3.29 -0.30
H -7.42 4.15 0.73
H -7.30 6.22 2.13
H -5.10 7.33 2.42
N -3.02 0.66 -3.45
C -2.05 1.49 -3.82
C -1.61 1.61 -5.13
C -2.20 0.82 -6.11
C -3.21 -0.05 -5.73
C -3.58 -0.09 -4.39
H -1.59 2.09 -3.04
H -0.81 2.30 -5.38
H -1.88 0.88 -7.14
H -3.70 -0.69 -6.45
H -4.37 -0.75 -4.06
N 2.29 -3.14 2.66
C 3.39 -3.25 3.41
C 3.88 -4.47 3.85
C 3.21 -5.63 3.49
C 2.07 -5.52 2.71
C 1.65 -4.26 2.33
H 3.89 -2.32 3.65
H 4.78 -4.50 4.45
H 3.58 -6.60 3.80
H 1.53 -6.40 2.38
H 0.77 -4.14 1.71
N 2.40 -7.07 -0.35
C 3.12 -5.97 -0.54
C 3.60 -5.57 -1.78
C 3.32 -6.36 -2.88
C 2.56 -7.51 -2.70
C 2.13 -7.82 -1.42
H 3.33 -5.38 0.34
H 4.18 -4.66 -1.87
H 3.67 -6.07 -3.87
H 2.31 -8.15 -3.54
H 1.54 -8.71 -1.25
```

---

Below is C24H30K4N6O4S as an isolated structure in a non-equilibrium geometry, with properties calculated with ωB97M-V with the def2-TZVPD basis set.

Results
Charge: +2
2S+1: 1
Orbital gap in eV: 4.008
Electronic energy in eV: -118629.8391

Geometry as XYZ:
```
69
C24H30K4N6O4S, DFT ωB97M-V with the def2-TZVPD basis set
K -6.55 -20.69 -25.29
K -5.05 -23.27 -22.96
K -3.35 -23.17 -26.45
K -2.64 -22.44 -19.65
S -2.94 -21.00 -23.49
O -2.20 -22.03 -24.25
O -3.24 -21.45 -22.13
O -2.23 -19.74 -23.52
O -4.23 -20.82 -24.21
N -1.45 -16.89 -23.55
C -2.47 -15.99 -23.34
C -1.97 -14.73 -23.54
C -0.60 -14.85 -23.85
C -0.29 -16.17 -23.73
H -1.48 -17.90 -23.56
H -3.45 -16.30 -23.03
H -2.42 -13.79 -23.27
H 0.13 -14.08 -24.02
H 0.65 -16.69 -23.87
N -0.93 -23.96 -22.71
C -1.00 -25.18 -23.34
C -0.41 -26.08 -22.48
C 0.07 -25.36 -21.38
C -0.22 -24.01 -21.55
H -1.31 -23.10 -23.08
H -1.58 -25.39 -24.22
H -0.40 -27.14 -22.70
H 0.62 -25.76 -20.54
H -0.28 -23.11 -20.95
N 0.54 -21.27 -24.91
C 1.48 -22.24 -25.18
C 2.71 -21.61 -25.34
C 2.50 -20.26 -25.00
C 1.19 -20.10 -24.65
H -0.45 -21.41 -24.82
H 1.09 -23.24 -25.32
H 3.68 -22.03 -25.54
H 3.20 -19.44 -24.89
H 0.68 -19.29 -24.16
N -4.48 -18.33 -25.28
C -5.65 -17.67 -25.04
C -6.23 -17.38 -26.26
C -5.38 -17.85 -27.26
C -4.28 -18.42 -26.64
H -3.83 -18.60 -24.56
H -5.97 -17.48 -24.03
H -7.25 -17.03 -26.29
H -5.60 -17.71 -28.30
H -3.36 -18.92 -26.90
N -0.33 -19.91 -21.14
C 0.73 -20.78 -21.19
C 1.13 -21.15 -19.94
C 0.40 -20.33 -19.05
C -0.42 -19.52 -19.81
H -0.80 -19.50 -21.94
H 1.13 -21.08 -22.15
H 1.95 -21.82 -19.71
H 0.47 -20.32 -17.98
H -1.04 -18.77 -19.36
N -4.61 -18.31 -21.02
C -5.00 -17.05 -20.62
C -6.20 -17.17 -19.96
C -6.55 -18.54 -19.92
C -5.55 -19.19 -20.57
H -3.80 -18.45 -21.59
H -4.46 -16.18 -20.96
H -6.77 -16.36 -19.54
H -7.40 -19.05 -19.49
H -5.29 -20.24 -20.59
```

---

Below is C24H30MoNO5S as an isolated structure in a non-equilibrium geometry, with properties calculated with ωB97M-V with the def2-TZVPD basis set.

Results
Charge: -1
2S+1: 3
ΔE to the lowest compared entry with this formula, charge and spin in kcal per mole: 0.00
Orbital gap (alpha / beta) in eV: 2.625 / 4.324
Electronic energy in eV: -49791.9543
⟨S²⟩: 2.024

Geometry as XYZ:
```
62
C24H30MoNO5S, DFT ωB97M-V with the def2-TZVPD basis set
C 0.33 -0.26 -7.50
C 0.00 -0.88 -6.14
C -0.03 1.24 -7.40
C -0.98 1.35 -6.18
H -0.54 1.52 -8.33
H 0.88 1.85 -7.32
C -1.21 -0.08 -5.65
H 0.87 -0.73 -5.48
H -0.18 -1.96 -6.23
C -1.28 0.02 -4.15
H -2.11 -0.54 -6.08
H -1.94 1.79 -6.50
C -0.50 2.14 -4.90
C 1.74 -0.58 -7.96
C -0.45 -0.96 -8.62
O -0.97 -0.39 -9.56
O 2.68 -0.88 -7.24
O 1.84 -0.58 -9.30
O -0.48 -2.29 -8.46
C -0.98 -2.96 -9.62
H -0.76 -4.02 -9.46
H -0.45 -2.59 -10.50
H -2.05 -2.80 -9.73
C 3.16 -0.86 -9.74
H 3.88 -0.18 -9.25
H 3.14 -0.70 -10.82
H 3.42 -1.89 -9.50
O -0.65 1.23 -3.72
H -0.74 -0.81 -3.67
H -2.34 0.03 -3.83
C -1.41 3.36 -4.64
C 0.96 2.57 -4.91
H 1.15 3.29 -5.73
H 1.64 1.72 -5.02
H 1.19 3.08 -3.96
H -1.13 3.83 -3.69
H -2.47 3.06 -4.59
H -1.30 4.10 -5.45
Mo -0.19 -0.20 0.43
C -2.51 -0.17 1.17
C -2.39 0.22 -0.21
C -1.80 -0.88 -0.92
H -2.77 1.13 -0.67
C -1.51 -1.93 0.03
C -1.96 -1.48 1.32
H -1.94 -2.08 2.23
H -3.04 0.41 1.93
H -1.70 -0.94 -1.99
H -1.06 -2.89 -0.20
C 2.09 0.86 0.01
C 2.38 -0.20 0.91
C 1.92 -1.43 0.33
H 2.97 -0.10 1.82
C 1.31 -1.12 -0.94
C 1.38 0.31 -1.12
H 1.05 0.85 -2.02
H 2.47 1.87 0.10
H 2.13 -2.43 0.72
H 0.96 -1.83 -1.70
S 0.27 1.48 4.72
C 0.07 0.87 3.27
N -0.05 0.43 2.16
```

---

Below is C24H30N2O2Pd as an isolated structure, with properties calculated with ωB97M-V with the def2-TZVPD basis set.

Results
Charge: +2
2S+1: 3
Orbital gap (alpha / beta) in eV: 8.518 / 6.385
Electronic energy in eV: -35915.8370
⟨S²⟩: 2.007

Geometry as XYZ:
```
59
C24H30N2O2Pd, DFT ωB97M-V with the def2-TZVPD basis set
Pd 0.78 -0.23 0.11
C 3.26 0.79 2.53
C 2.89 0.01 1.30
C 2.46 -1.33 1.41
C 2.23 -1.95 2.76
C 2.30 -2.13 0.23
C 2.02 -3.60 0.36
C 2.50 -1.56 -1.05
C 2.32 -2.41 -2.28
C 2.90 -0.21 -1.17
C 3.26 0.38 -2.50
C 3.02 0.59 0.01
C 3.36 2.05 -0.11
H 2.42 1.34 2.95
H 4.04 1.51 2.30
H 3.65 0.13 3.30
H 3.16 -2.40 3.13
H 1.47 -2.72 2.73
H 1.92 -1.20 3.49
H 0.94 -3.80 0.40
H 2.46 -4.00 1.27
H 2.43 -4.15 -0.48
H 3.24 -2.97 -2.47
H 2.11 -1.82 -3.16
H 1.51 -3.12 -2.15
H 2.40 0.87 -2.98
H 3.62 -0.39 -3.17
H 4.04 1.13 -2.40
H 4.44 2.18 -0.09
H 2.94 2.62 0.72
H 2.99 2.48 -1.03
O -5.17 1.29 -3.24
C -4.30 0.34 -3.83
C -3.10 0.20 -2.95
C -1.89 -0.28 -3.44
C -0.82 -0.41 -2.58
N -0.91 -0.09 -1.29
C -2.06 0.38 -0.79
C -3.17 0.54 -1.60
C -2.07 0.70 0.66
C -3.19 1.13 1.33
C -3.12 1.41 2.70
C -4.38 1.88 3.40
O -5.09 2.80 2.60
C -1.91 1.24 3.35
C -0.82 0.81 2.61
N -0.90 0.55 1.30
H -5.91 1.46 -3.82
H -4.00 0.63 -4.84
H -4.78 -0.65 -3.89
H -1.78 -0.55 -4.49
H 0.14 -0.76 -2.93
H -4.10 0.94 -1.23
H -4.14 1.27 0.84
H -4.15 2.27 4.39
H -5.04 1.01 3.53
H -4.77 3.69 2.76
H -1.81 1.43 4.41
H 0.15 0.67 3.07
```

---

Below is C24H30N2OS6V as an isolated structure in a non-equilibrium geometry, with properties calculated with ωB97M-V with the def2-TZVPD basis set.

Results
2S+1: 4
Orbital gap (alpha / beta) in eV: 6.096 / 7.410
Electronic energy in eV: -121102.9732
⟨S²⟩: 3.774

Geometry as XYZ:
```
64
C24H30N2OS6V, DFT ωB97M-V with the def2-TZVPD basis set
V 0.39 0.24 -0.06
C -2.56 -2.56 -1.54
C -3.08 -1.14 -1.70
S -1.68 0.04 -1.64
C -2.61 1.60 -1.42
C -1.64 2.74 -1.14
S -0.50 2.44 0.26
C -1.65 2.32 1.69
C -1.17 1.26 2.66
S -0.88 -0.37 1.89
C -2.64 -0.88 1.69
C -2.72 -2.35 1.31
S -1.57 -2.84 -0.02
H -1.86 -2.79 -2.34
H -3.38 -3.27 -1.54
H -3.80 -0.90 -0.91
H -3.57 -1.03 -2.67
H -3.34 1.48 -0.62
H -3.14 1.80 -2.36
H -2.18 3.67 -0.95
H -0.96 2.87 -1.98
H -2.65 2.10 1.32
H -1.67 3.30 2.18
H -1.87 1.13 3.49
H -0.19 1.53 3.06
H -3.10 -0.24 0.93
H -3.14 -0.71 2.64
H -3.74 -2.62 1.01
H -2.44 -2.96 2.16
C 2.23 -3.30 -1.44
C 1.47 -2.01 -1.44
N 1.31 -1.37 -0.31
N 1.85 -1.95 0.79
C 2.15 -1.15 1.75
S 1.96 0.55 1.68
S 2.83 -1.86 3.22
C 3.97 -3.11 2.47
C 5.24 -2.41 2.14
C 5.30 -1.53 1.07
C 6.42 -0.76 0.85
C 7.51 -0.87 1.69
C 7.48 -1.77 2.74
C 6.35 -2.53 2.97
C 0.99 -1.41 -2.66
C 0.63 -2.19 -3.76
C 0.26 -1.63 -4.96
C 0.27 -0.24 -5.09
C 0.62 0.56 -4.03
C 0.94 0.02 -2.76
O 1.13 0.80 -1.76
H 3.20 -3.12 -0.98
H 2.38 -3.69 -2.44
H 1.70 -4.03 -0.83
H 3.45 -3.51 1.60
H 4.10 -3.88 3.23
H 4.44 -1.41 0.42
H 6.44 -0.06 0.02
H 8.38 -0.24 1.54
H 8.34 -1.86 3.40
H 6.32 -3.22 3.80
H 0.59 -3.27 -3.64
H -0.05 -2.25 -5.78
H -0.01 0.21 -6.03
H 0.60 1.64 -4.12
```

---

Below is a 2-piece molecular cluster, C24H30N3O2 overall in a non-equilibrium geometry, with properties calculated with ωB97M-V with the def2-TZVPD basis set.

Results
Charge: +1
2S+1: 1
ΔE to the lowest compared entry with this formula, charge and spin in kcal per mole: 6.68
Orbital gap in eV: 6.273
Electronic energy in eV: -33933.1885

Geometry as XYZ:
```
59
C24H30N3O2, DFT ωB97M-V with the def2-TZVPD basis set
C -6.38 2.59 2.57
O -5.00 2.48 2.82
C -4.40 1.34 2.28
C -3.04 1.15 2.49
C -2.40 0.02 1.97
C -3.13 -0.92 1.24
C -4.50 -0.73 1.01
C -5.11 0.37 1.53
N -2.25 -1.94 0.85
C -2.57 -3.09 0.01
C -1.00 -1.65 1.33
C -1.03 -0.44 2.03
C 0.10 0.26 2.51
C 1.40 -0.32 2.58
C 1.71 -1.67 2.83
N 3.06 -1.86 2.70
C 3.76 -3.12 2.91
C 3.66 -0.65 2.33
C 2.66 0.33 2.27
C 2.96 1.61 1.81
C 4.26 1.92 1.43
O 4.66 3.17 0.94
C 3.64 4.14 0.87
C 5.25 0.92 1.53
C 4.97 -0.35 1.96
H -6.74 3.51 3.03
H -6.56 2.63 1.49
H -6.90 1.74 3.00
H -2.49 1.88 3.07
H -5.05 -1.45 0.43
H -6.17 0.51 1.36
H -3.62 -3.11 -0.26
H -1.98 -3.06 -0.91
H -2.32 -4.01 0.54
H -0.12 -2.23 1.10
H 0.00 1.31 2.70
H 1.01 -2.44 3.11
H 4.82 -3.01 2.69
H 3.66 -3.44 3.95
H 3.36 -3.89 2.26
H 2.17 2.33 1.71
H 4.08 5.08 0.54
H 2.88 3.82 0.16
H 3.21 4.28 1.86
H 6.25 1.18 1.21
H 5.73 -1.11 1.98
C -3.37 -0.02 8.26
C -1.98 -0.54 7.95
C -1.57 -0.29 6.50
N -0.23 -0.76 6.19
H -3.65 -0.20 9.30
H -3.45 1.05 8.09
H -4.13 -0.50 7.63
H -1.24 -0.07 8.61
H -1.92 -1.61 8.17
H -2.30 -0.76 5.82
H -1.62 0.79 6.28
H -0.13 -1.74 6.40
H -0.01 -0.64 5.20
```

---

Below is C24H30N7O3Pt as an isolated structure, with properties calculated with ωB97M-V with the def2-TZVPD basis set.

Results
Charge: +1
2S+1: 3
Orbital gap (alpha / beta) in eV: 7.946 / 7.640
Electronic energy in eV: -45189.3320
⟨S²⟩: 2.006

Geometry as XYZ:
```
65
C24H30N7O3Pt, DFT ωB97M-V with the def2-TZVPD basis set
Pt -0.50 0.48 1.69
O -1.39 4.16 3.57
C -0.90 3.21 3.02
N -1.47 1.95 2.86
C -2.66 1.62 3.50
O -3.30 2.30 4.26
C -3.14 0.22 3.18
C -4.41 -0.17 3.55
C -4.81 -1.46 3.25
C -3.92 -2.32 2.61
C -2.66 -1.85 2.28
N -2.29 -0.59 2.55
C 0.47 3.34 2.41
C 1.26 4.43 2.75
C 2.50 4.56 2.15
C 2.89 3.61 1.21
C 2.04 2.56 0.93
N 0.85 2.42 1.53
H -5.04 0.54 4.07
H -5.80 -1.80 3.52
H -4.19 -3.34 2.38
H -1.93 -2.47 1.80
H 0.88 5.14 3.46
H 3.14 5.39 2.40
H 3.84 3.69 0.70
H 2.30 1.81 0.19
C -2.31 1.30 -1.24
N -2.18 0.01 -1.89
C -2.87 -0.09 -3.18
C -2.34 -1.25 -3.98
C -2.43 -2.50 -3.13
N -1.72 -2.28 -1.87
C -1.23 -3.47 -1.20
C -1.65 -1.07 -1.25
O -1.09 -0.99 -0.13
H -1.82 2.07 -1.84
H -1.87 1.28 -0.27
H -3.37 1.56 -1.14
H -2.73 0.85 -3.70
H -3.95 -0.21 -3.01
H -1.30 -1.07 -4.26
H -2.92 -1.37 -4.89
H -1.96 -3.34 -3.63
H -3.47 -2.76 -2.94
H -0.59 -4.04 -1.87
H -2.07 -4.11 -0.90
H -0.66 -3.19 -0.32
N 1.26 -0.57 1.20
C 2.10 -0.82 0.45
N 3.05 -1.15 -0.38
C 2.87 -1.01 -1.84
C 3.87 0.00 -2.39
C 5.29 -0.38 -1.99
C 5.41 -0.46 -0.46
C 4.42 -1.47 0.10
H 1.84 -0.73 -2.03
H 3.05 -1.99 -2.29
H 3.62 0.99 -2.00
H 3.76 0.05 -3.48
H 6.01 0.32 -2.40
H 5.53 -1.36 -2.41
H 5.20 0.52 -0.02
H 6.42 -0.74 -0.16
H 4.41 -1.49 1.18
H 4.66 -2.47 -0.27
```